1.
{"formula": "C20H36BF3NO9PS", "method": "ωB97M-V/def2-TZVPD", "elements": ["C", "C", "P", "C", "B", "C", "C", "C", "S", "C", "C", "C", "C", "C", "N", "H", "H", "H", "H", "H", "H", "H", "H", "H", "H", "H", "H", "H", "H", "H", "H", "H", "H", "H", "H", "H", "H", "H", "H", "H", "H", "H", "C", "C", "O", "C", "O", "O", "F", "H", "H", "H", "C", "C", "O", "C", "O", "O", "F", "H", "H", "H", "C", "C", "O", "C", "O", "O", "F", "H", "H", "H"], "xyz": [[3.31127, -0.46500, 2.24597], [4.14678, 0.45709, 1.36154], [3.84494, 0.42443, -0.47127], [3.78674, -1.36653, -0.93727], [2.06779, 1.15734, -0.67560], [1.98214, 2.73678, -0.56418], [1.67904, 3.21644, 0.87229], [0.42935, 2.61320, 1.51296], [-1.08317, 3.18301, 0.66284], [0.78336, 0.33478, -1.06877], [0.43321, -0.91655, -0.24079], [-0.95515, -1.49062, -0.57552], [-2.01161, -1.14123, 0.47006], [-3.40751, -1.64034, 0.12494], [-4.45206, -1.17497, 1.04451], [3.65330, -0.40922, 3.28317], [2.25335, -0.18758, 2.22524], [3.38855, -1.50918, 1.93693], [5.21432, 0.26436, 1.50587], [3.99006, 1.49470, 1.66550], [2.98029, -1.49655, -1.65865], [4.72954, -1.64353, -1.41521], [3.61197, -2.05261, -0.10805], [1.19897, 3.12340, -1.22668], [2.92828, 3.19589, -0.87002], [1.57325, 4.30754, 0.88126], [2.53157, 2.99485, 1.52044], [0.36087, 2.92529, 2.55659], [0.45483, 1.52133, 1.49741], [-1.69197, 1.99496, 0.57930], [-0.08420, 1.00989, -1.06877], [0.89887, 0.03888, -2.12687], [0.45343, -0.65812, 0.82743], [1.18823, -1.68682, -0.37792], [-1.27584, -1.12431, -1.55664], [-0.88554, -2.57873, -0.67226], [-1.70037, -1.55439, 1.43718], [-2.05252, -0.04934, 0.59434], [-3.40716, -2.73595, 0.11279], [-3.65820, -1.32057, -0.89394], [-4.09014, -0.41895, 1.61568], [-4.68169, -1.90754, 1.70363], [-4.40379, 6.45764, -0.57670], [-3.24631, 5.73531, -1.24282], [-3.36539, 6.13611, -2.59042], [-4.06725, 7.30240, -2.64711], [-4.18437, 7.97328, -3.61349], [-4.59795, 7.58254, -1.43285], [-3.37016, 4.39019, -1.16088], [-5.29121, 5.82236, -0.59872], [-4.19903, 6.79486, 0.43431], [-2.25638, 6.00988, -0.87359], [3.55897, -1.97724, -4.34697], [3.79869, -3.47600, -4.41136], [2.90438, -3.97635, -3.43952], [1.92092, -3.06259, -3.22804], [0.94547, -3.24990, -2.58404], [2.21852, -1.90333, -3.86039], [5.06523, -3.80684, -4.06309], [4.23546, -1.52844, -3.61709], [3.63103, -1.46807, -5.30251], [3.57236, -3.93972, -5.37300], [-1.96384, -4.69487, 2.97121], [-1.92917, -5.08960, 4.43751], [-2.07511, -3.84924, 5.09593], [-2.66528, -2.96247, 4.24808], [-3.08076, -1.89953, 4.55712], [-2.72019, -3.48540, 3.00036], [-0.74402, -5.64371, 4.78940], [-0.95008, -4.48378, 2.62485], [-2.44712, -5.41478, 2.31847], [-2.73081, -5.75825, 4.75593]], "mulliken_charge": [-0.852, -0.511, -0.449, 0.045, 0.092, -0.585, -0.724, 0.049, -0.202, -0.905, 0.688, -1.133, 1.088, -0.723, -0.683, 0.412, 0.069, 0.254, 0.529, 0.258, -0.969, 0.520, 0.252, 0.447, 0.347, 0.467, 0.167, 0.515, -0.238, -0.108, 0.381, 0.322, -0.230, 0.077, 0.349, 0.427, 0.074, -0.825, 0.256, 0.392, 0.281, 0.321, -0.433, 0.401, -0.328, 0.616, -0.492, -0.314, -0.291, 0.286, 0.266, 0.264, -0.329, 0.298, -0.330, 0.751, -0.484, -0.294, -0.297, 0.178, 0.293, 0.306, -0.388, 0.310, -0.340, 0.625, -0.486, -0.224, -0.291, 0.229, 0.281, 0.277], "smiles": "CCP(C)B(CCCS)CCCCCN.O=C1OC[C@@H](F)O1.O=C1OC[C@@H](F)O1.O=C1OC[C@@H](F)O1"}

=====

2.
{"formula": "CH4INOS", "method": "ωB97M-V/def2-TZVPD", "elements": ["C", "N", "O", "S", "I", "H", "H", "H", "H"], "xyz": [[1.33394, -0.49935, 0.00996], [0.79728, 0.12092, 1.00777], [-0.33847, -0.16599, 1.56869], [-1.78854, 1.17464, -0.77306], [-2.74955, -0.95465, -0.40391], [0.77195, -1.37998, -0.40156], [-1.48074, 0.84090, -1.92384], [2.33170, -0.24279, -0.42136], [1.12242, 1.10628, 1.33731]], "mulliken_charge": [-0.346, 0.146, -0.508, -0.291, 0.077, 0.253, 0.157, 0.253, 0.258], "de_lowest_kcal_mol": 42.9, "smiles": "C=[NH+][O-].SI"}

=====

3.
{"formula": "C13H26NO4", "method": "ωB97M-V/def2-TZVPD", "elements": ["C", "O", "C", "C", "C", "C", "C", "C", "C", "N", "C", "O", "O", "H", "H", "H", "H", "H", "H", "H", "H", "H", "H", "H", "H", "H", "H", "H", "H", "H", "H", "C", "C", "C", "O", "C", "H", "H", "H", "H", "H", "H", "H", "H"], "xyz": [[-1.12761, -6.28639, -2.25951], [0.18101, -5.99054, -1.81355], [0.81666, -4.99846, -2.61738], [0.20534, -3.58076, -2.26611], [1.19989, -2.40350, -2.51209], [1.99998, -2.05815, -1.19949], [1.16672, -1.10240, -0.27703], [1.91665, -0.75638, 1.05652], [0.95756, -0.21938, 2.17009], [1.76499, -0.23955, 3.43060], [0.56534, 1.28867, 1.95046], [1.23951, 2.02639, 1.21663], [-0.44710, 1.69494, 2.60451], [-1.17053, -6.86187, -3.21438], [-1.58537, -6.94147, -1.47890], [-1.79651, -5.40182, -2.35207], [1.91208, -4.98170, -2.40264], [0.68733, -5.18124, -3.71659], [-0.65738, -3.45081, -2.96687], [-0.18373, -3.64497, -1.22750], [1.90734, -2.61713, -3.34992], [0.60841, -1.49989, -2.79866], [2.29775, -2.98662, -0.65729], [2.94847, -1.56554, -1.52674], [0.14264, -1.49217, -0.07997], [1.09755, -0.13367, -0.83327], [2.34248, -1.71496, 1.46224], [2.77862, -0.07830, 0.88342], [0.03481, -0.84151, 2.25722], [1.38440, 0.48135, 4.04361], [1.65907, -1.14074, 3.89350], [-1.61506, 4.58482, 1.33078], [-1.23612, 5.63153, 0.29765], [-2.40501, 6.60003, 0.38440], [-2.88157, 6.55233, 1.73281], [-2.27482, 5.43112, 2.40231], [-0.76948, 4.00628, 1.70452], [-2.34130, 3.88776, 0.90423], [-0.31197, 6.13297, 0.59992], [-1.09212, 5.22729, -0.70455], [-3.22586, 6.29276, -0.27480], [-2.12258, 7.62562, 0.13270], [-1.53552, 5.82232, 3.10964], [-3.03498, 4.88374, 2.96153]], "mulliken_charge": [-0.680, -0.374, -0.478, -0.627, -0.757, -0.536, -0.624, -0.742, 0.379, -0.738, 0.302, -0.728, -0.752, 0.277, 0.252, 0.288, 0.367, 0.282, 0.348, 0.343, 0.363, 0.379, 0.339, 0.358, 0.340, 0.224, 0.288, 0.193, 0.238, 0.288, 0.208, -0.112, -0.600, -0.396, -0.412, -0.469, 0.069, 0.221, 0.268, 0.357, 0.241, 0.286, 0.267, 0.261], "de_lowest_kcal_mol": 6.0, "total_charge": -1}

=====

4.
{"formula": "C26H25F3N6O2", "method": "ωB97M-V/def2-TZVPD", "elements": ["C", "C", "C", "C", "C", "C", "C", "H", "H", "C", "N", "C", "C", "C", "N", "N", "C", "C", "H", "H", "H", "C", "F", "F", "F", "C", "O", "N", "C", "C", "N", "N", "C", "O", "C", "C", "C", "C", "C", "C", "H", "H", "H", "H", "H", "C", "H", "H", "H", "C", "H", "H", "H", "H", "H", "H", "H", "H", "H", "H", "H", "H"], "xyz": [[1.93949, 2.45321, 2.17192], [0.49035, 2.75224, 1.96743], [-0.48963, 2.01739, 2.62212], [-1.82887, 2.20031, 2.33661], [-2.23892, 3.11659, 1.37344], [-1.26599, 3.92416, 0.79564], [0.07337, 3.74358, 1.08861], [0.80910, 4.36611, 0.60046], [-1.54390, 4.69939, 0.09715], [-3.68631, 3.13459, 0.88919], [-4.32993, 1.82777, 1.03833], [-3.55622, 0.84639, 0.44996], [-3.19643, -0.43767, 0.79968], [-2.18330, -0.77964, -0.11607], [-1.95980, 0.20545, -0.97449], [-2.81633, 1.17339, -0.64009], [-2.89239, 2.40426, -1.37201], [-3.76993, 3.41691, -0.61858], [-4.81251, 3.28636, -0.91669], [-3.46931, 4.43251, -0.86637], [-1.87168, 2.77659, -1.53270], [-3.48745, 2.14747, -2.76490], [-2.70716, 1.39544, -3.53945], [-4.68211, 1.54731, -2.70324], [-3.67595, 3.30642, -3.42248], [-1.28146, -1.94787, -0.03767], [-1.60863, -3.04050, 0.38583], [-0.02750, -1.60114, -0.42805], [1.17345, -2.28453, -0.28266], [1.50709, -3.60483, -0.28144], [2.85859, -3.73159, -0.00772], [3.39239, -2.44309, 0.04303], [2.38035, -1.50525, -0.06075], [2.50878, -0.29518, 0.04284], [4.66302, -2.20057, 0.58061], [5.20963, -3.05472, 1.53509], [6.46772, -2.79550, 2.04650], [7.17756, -1.68246, 1.62836], [6.62056, -0.82132, 0.69720], [5.37106, -1.07733, 0.16455], [4.92736, -0.40945, -0.55494], [7.16592, 0.05355, 0.37671], [8.15793, -1.48297, 2.03375], [6.88960, -3.46199, 2.78421], [4.64129, -3.90269, 1.88726], [3.64710, -4.74521, -0.67423], [3.57715, -4.66321, -1.76409], [3.29116, -5.72632, -0.36745], [4.68935, -4.63955, -0.38044], [0.67198, -4.80964, -0.50852], [0.75486, -5.14547, -1.54269], [0.98251, -5.62101, 0.14595], [-0.36686, -4.56175, -0.30294], [0.10290, -0.62557, -0.67401], [-3.56622, -1.03740, 1.60372], [-4.63319, 1.59176, 1.97227], [-4.28285, 3.87345, 1.43400], [-2.55384, 1.59638, 2.86242], [-0.20117, 1.27012, 3.34664], [2.55603, 3.31944, 1.94525], [2.13342, 2.13247, 3.19292], [2.23327, 1.64160, 1.50305]], "mulliken_charge": [-1.449, 1.041, -0.800, -0.403, 0.575, -0.510, -0.887, 0.363, 0.436, -0.169, -0.236, 0.371, -1.528, 0.441, -1.617, 1.524, -0.048, -1.496, 0.582, 0.378, 0.391, 0.796, -0.250, -0.274, -0.296, 0.474, -0.725, -0.070, 0.247, 0.250, -0.027, 0.312, 0.485, -0.759, 0.248, -0.030, -0.696, -0.419, -0.710, -0.388, 0.431, 0.372, 0.391, 0.376, 0.501, -1.198, 0.328, 0.355, 0.479, -1.598, 0.279, 0.423, 0.378, 0.263, 0.493, 0.415, 0.537, 0.312, 0.395, 0.397, 0.391, 0.153], "de_lowest_kcal_mol": 1.1, "smiles": "Cc1ccc([C@H]2C[C@H](C(F)(F)F)n3nc(C(=O)Nc4c(C)n(C)n(-c5ccccc5)c4=O)cc3N2)cc1"}

=====

5.
{"formula": "C5H13P", "method": "ωB97M-V/def2-TZVPD", "elements": ["C", "C", "C", "C", "C", "P", "H", "H", "H", "H", "H", "H", "H", "H", "H", "H", "H", "H", "H"], "xyz": [[0.31695, -0.98829, 0.98348], [1.47749, 0.63931, -0.64014], [0.26482, 1.42403, 1.37378], [-1.45176, -1.07164, -1.67662], [0.19793, 0.43159, 0.26790], [-1.29993, 0.60556, -0.81880], [-0.48355, -1.14729, 1.67902], [0.25918, -1.72033, 0.23554], [1.18741, -0.99204, 1.57546], [1.51694, 1.66311, -1.07672], [1.31314, -0.04624, -1.45801], [2.31955, 0.40108, 0.00025], [-0.09877, 2.46148, 1.14010], [-0.25005, 1.12663, 2.23819], [1.24961, 1.45307, 1.63768], [-0.49027, -1.50764, -1.71039], [-1.72418, -0.98585, -2.65536], [-2.12727, -1.76477, -1.18953], [-2.17722, 0.01824, 0.09418]], "mulliken_charge": [-1.602, -1.480, -1.818, -1.137, 1.160, 0.027, 0.421, 0.425, 0.468, 0.370, 0.428, 0.402, 0.368, 0.463, 0.459, 0.314, 0.405, 0.332, -0.006], "de_lowest_kcal_mol": 13.6, "smiles": "CPC(C)(C)C"}

=====

no.,HOMO energy (eV),total energy (eV)
1,-8.2,-70194.6674
2,-8.6,-23572.2536
3,-4.3,-23583.2624
4,-7.9,-48556.7566
5,-9.0,-14683.5121